[1]
ORCA calculation (the ωB97M-V functional and the def2-TZVPD basis) on a cluster of 5 separate species, C53H67BrN8O9S in total in a non-equilibrium geometry.

Geometry as XYZ:
```
139
Properties=species:S:1:pos:R:3:mulliken_charge:R:1
C -1.320 0.893 5.660 -0.99
C -0.635 -0.516 5.651 0.47
O -0.662 -1.139 6.691 -0.50
N -0.005 -0.932 4.406 -0.13
C -0.432 -2.317 4.070 -0.64
C -1.950 -2.440 3.658 -0.48
C -2.204 -2.615 2.086 -0.37
C -3.429 -1.757 1.556 -1.51
C -3.157 -0.396 0.809 1.00
Br -2.111 0.792 1.983 -0.05
C -2.234 -0.661 -0.417 -0.36
N -1.588 -0.850 -1.331 -0.58
C -4.542 0.240 0.255 2.20
C -4.722 -0.322 -1.187 -0.58
N -4.849 -0.527 -2.297 -0.65
C -5.785 -0.247 1.072 -1.05
C -5.859 0.295 2.544 -0.49
C -6.734 1.581 2.726 -0.09
S -8.487 1.360 2.183 -0.26
C -4.469 1.823 0.186 -1.31
C -5.698 2.401 -0.622 -0.08
C -5.720 3.962 -0.922 -1.04
C -4.484 4.800 -0.480 -0.50
C -4.491 5.297 1.009 -0.22
C -3.173 6.067 1.297 -1.02
C -1.922 5.251 0.849 0.25
C -0.602 5.486 1.680 -0.62
C 0.454 6.277 0.806 -0.90
C 1.922 5.861 1.135 -0.89
C 2.058 4.362 0.623 0.00
C 3.175 4.331 -0.459 -0.84
N 3.169 3.097 -1.267 0.31
C 4.168 2.704 -2.147 -0.61
C 3.720 1.469 -2.754 -0.28
C 2.418 1.131 -2.168 -0.81
C 2.142 2.186 -1.235 -0.25
H -0.874 1.567 4.894 0.16
H -2.409 0.769 5.448 0.16
H -1.167 1.284 6.690 0.40
H 1.007 -0.882 4.520 0.30
H 0.271 -2.656 3.277 0.32
H -0.200 -2.933 4.971 0.32
H -2.467 -1.505 3.966 0.27
H -2.362 -3.286 4.244 0.35
H -1.234 -2.418 1.556 0.26
H -2.438 -3.685 1.900 0.49
H -4.020 -1.522 2.477 0.25
H -4.094 -2.373 0.909 0.64
H -6.687 0.087 0.501 0.70
H -5.880 -1.358 1.112 0.49
H -6.340 -0.506 3.162 0.43
H -4.833 0.408 2.977 0.05
H -6.745 1.835 3.813 0.51
H -6.343 2.472 2.194 -0.39
H -8.623 2.303 1.188 0.14
H -3.530 2.059 -0.359 0.77
H -4.502 2.294 1.193 0.17
H -6.588 2.202 0.031 -0.58
H -5.902 1.894 -1.585 0.51
H -5.759 4.077 -2.033 0.35
H -6.630 4.454 -0.518 0.35
H -3.507 4.334 -0.719 0.19
H -4.539 5.742 -1.085 0.52
H -5.328 6.036 1.093 0.41
H -4.689 4.492 1.748 0.02
H -3.110 6.211 2.404 0.42
H -3.152 7.044 0.763 0.20
H -1.655 5.437 -0.216 0.32
H -2.139 4.155 0.929 -0.31
H -0.208 4.484 1.960 0.18
H -0.820 6.033 2.630 0.52
H 0.280 7.370 0.965 0.45
H 0.228 6.102 -0.275 0.36
H 2.646 6.535 0.633 0.41
H 2.060 5.924 2.236 0.35
H 2.254 3.669 1.475 0.28
H 1.065 4.145 0.161 0.08
H 4.191 4.553 -0.070 0.34
H 2.932 5.156 -1.178 0.26
H 5.120 3.201 -2.370 0.35
H 4.224 0.856 -3.518 0.37
H 1.737 0.292 -2.349 0.49
H 1.217 2.197 -0.633 0.40
O 3.382 -1.409 -5.934 -0.61
N 4.367 -1.153 -5.276 1.10
O 4.355 -0.947 -4.078 -0.69
C 5.651 -1.082 -5.968 0.17
C 5.695 -1.275 -7.341 -0.27
C 6.912 -1.184 -7.998 -0.50
C 8.070 -0.906 -7.283 -0.44
C 8.016 -0.724 -5.907 -0.49
C 6.802 -0.811 -5.243 -0.37
H 4.798 -1.492 -7.905 0.43
H 6.958 -1.327 -9.070 0.38
H 9.018 -0.830 -7.800 0.37
H 8.920 -0.511 -5.352 0.38
H 6.768 -0.666 -4.172 0.46
O 2.260 -3.679 -7.743 -0.59
N 1.256 -3.765 -8.419 1.02
O 1.105 -4.562 -9.320 -0.62
C 0.152 -2.844 -8.133 -0.01
C 0.296 -1.891 -7.135 -0.24
C -0.743 -1.008 -6.885 -0.60
C -1.914 -1.084 -7.627 -0.37
C -2.052 -2.048 -8.618 -0.44
C -1.016 -2.933 -8.875 -0.33
H 1.204 -1.822 -6.549 0.58
H -0.640 -0.256 -6.112 0.45
H -2.722 -0.389 -7.434 0.38
H -2.967 -2.106 -9.193 0.37
H -1.131 -3.677 -9.651 0.44
O -0.863 -5.156 0.620 -0.63
N 0.152 -4.504 0.512 1.08
O 0.251 -3.326 0.804 -0.65
C 1.341 -5.175 -0.012 0.13
C 1.261 -6.507 -0.392 -0.34
C 2.385 -7.132 -0.909 -0.48
C 3.576 -6.427 -1.038 -0.45
C 3.647 -5.097 -0.645 -0.63
C 2.527 -4.465 -0.129 -0.17
H 0.339 -7.063 -0.295 0.44
H 2.333 -8.169 -1.215 0.37
H 4.451 -6.917 -1.448 0.38
H 4.577 -4.553 -0.744 0.40
H 2.591 -3.429 0.171 0.46
O 4.997 -5.391 9.271 -0.60
N 5.375 -4.511 8.527 1.00
O 6.517 -4.388 8.136 -0.61
C 4.389 -3.528 8.076 0.02
C 3.082 -3.613 8.531 -0.29
C 2.159 -2.666 8.119 -0.54
C 2.544 -1.648 7.255 -0.34
C 3.847 -1.578 6.799 -0.64
C 4.779 -2.520 7.209 -0.28
H 2.774 -4.402 9.204 0.44
H 1.137 -2.717 8.473 0.44
H 1.819 -0.908 6.941 0.52
H 4.140 -0.792 6.130 0.42
H 5.796 -2.454 6.849 0.44
```

* max |F|: 3.9 eV Å⁻¹
* structure (SMILES): CC(=O)NCCCC[C@@](Br)(C#N)[C@@](C#N)(CCCS)CCCCCCCCCCCCn1cccc1.O=[N+]([O-])c1ccccc1.O=[N+]([O-])c1ccccc1.O=[N+]([O-])c1ccccc1.O=[N+]([O-])c1ccccc1

=====

[2]
ORCA calculation (the ωB97M-V functional and the def2-TZVPD basis) on a structure of composition C53H68O5P2SSiTa.

Geometry as XYZ:
```
131
Properties=species:S:1:pos:R:3:mulliken_charge:R:1
Ta 0.100 0.347 -0.619 0.63
C 1.030 3.529 3.821 -1.69
C 0.744 2.340 2.896 1.80
C 2.044 1.728 2.387 -1.71
C -0.188 2.745 1.780 0.47
C 0.263 2.938 0.472 -0.82
C -0.639 3.246 -0.556 0.88
C -2.001 3.369 -0.321 0.39
C -2.973 3.653 -1.428 -1.57
C -2.425 3.261 1.006 -1.16
C -1.542 2.963 2.028 -0.25
H 1.707 3.237 4.624 0.45
H 0.116 3.912 4.273 0.42
H 1.494 4.345 3.263 0.40
H 0.215 1.574 3.475 -0.92
H 2.681 2.470 1.900 0.45
H 1.861 0.913 1.667 0.25
H 2.614 1.299 3.210 0.50
H 1.329 2.979 0.274 0.28
H -0.239 3.483 -1.535 0.24
H -3.170 2.748 -2.009 0.25
H -2.590 4.419 -2.106 0.32
H -3.926 4.004 -1.038 0.50
H -3.472 3.413 1.237 0.45
H -1.916 2.880 3.041 0.46
O 1.703 1.125 -1.712 0.20
P 2.070 2.157 -2.805 0.97
C 0.580 2.219 -3.876 -1.62
P -0.441 0.707 -3.814 1.44
O -0.874 0.472 -2.316 -0.83
C -1.856 0.980 -4.836 0.69
C -2.347 -0.074 -5.613 -0.63
C -3.463 0.124 -6.408 -0.80
C -4.084 1.365 -6.439 -0.60
C -3.599 2.417 -5.669 -0.93
C -2.491 2.227 -4.866 -0.39
C 0.496 -0.662 -4.433 0.86
C 0.246 -1.944 -3.941 -0.68
C 0.884 -3.032 -4.513 -0.79
C 1.755 -2.844 -5.578 -0.72
C 1.989 -1.570 -6.083 -0.73
C 1.357 -0.476 -5.518 -0.55
C 2.390 3.778 -2.162 0.63
C 3.310 3.868 -1.111 -0.68
C 3.636 5.108 -0.594 -0.75
C 3.064 6.257 -1.131 -0.67
C 2.170 6.172 -2.189 -0.85
C 1.832 4.932 -2.710 -0.22
C 3.494 1.597 -3.696 0.92
C 3.917 0.271 -3.586 -0.12
C 5.065 -0.133 -4.245 -0.87
C 5.785 0.777 -5.009 -0.74
C 5.362 2.096 -5.123 -0.80
C 4.221 2.514 -4.461 -1.08
H 0.845 2.414 -4.917 0.85
H -0.058 3.039 -3.541 0.60
H -1.859 -1.040 -5.606 0.36
H -3.844 -0.689 -7.011 0.46
H -4.949 1.517 -7.070 0.43
H -4.086 3.382 -5.701 0.47
H -2.130 3.054 -4.266 0.28
H -0.451 -2.095 -3.127 0.66
H 0.688 -4.028 -4.138 0.53
H 2.244 -3.697 -6.030 0.47
H 2.658 -1.430 -6.921 0.52
H 1.535 0.507 -5.935 0.38
H 3.773 2.974 -0.707 0.53
H 4.351 5.186 0.214 0.51
H 3.329 7.226 -0.730 0.46
H 1.743 7.070 -2.613 0.49
H 1.145 4.882 -3.546 0.45
H 3.346 -0.437 -3.000 0.25
H 5.402 -1.158 -4.164 0.49
H 6.687 0.459 -5.514 0.46
H 5.932 2.801 -5.712 0.46
H 3.907 3.549 -4.535 0.45
C 2.262 -4.058 -0.791 -0.75
C 0.878 -3.987 -0.653 -1.02
C 0.250 -2.759 -0.554 -0.60
C 0.990 -1.562 -0.631 2.01
C 2.383 -1.662 -0.785 -0.51
C 3.016 -2.896 -0.852 -1.05
H 2.751 -5.022 -0.842 0.49
H 0.295 -4.899 -0.605 0.49
H -0.825 -2.723 -0.427 0.48
H 2.990 -0.766 -0.845 0.71
H 4.092 -2.952 -0.956 0.54
C -2.015 0.919 5.847 -1.58
C -2.713 -0.363 5.443 1.69
C -3.122 -1.189 6.646 -1.72
C -3.869 -0.107 4.495 -1.34
O -1.667 -1.143 4.718 1.09
Si -1.651 -2.441 3.841 -1.14
S -1.404 -0.060 0.878 -0.04
O -0.266 -3.054 3.443 0.50
C 1.118 -2.955 3.975 1.73
C 1.887 -4.043 3.258 -1.48
C 1.058 -3.185 5.473 -1.80
C 1.626 -1.571 3.623 -1.25
O -2.958 -3.090 3.298 0.01
C -3.598 -4.439 3.208 1.48
C -2.653 -5.346 2.446 -1.41
C -3.821 -4.907 4.632 -1.49
C -4.899 -4.205 2.472 -1.66
H -2.713 1.561 6.383 0.50
H -1.660 1.452 4.965 0.21
H -1.167 0.712 6.500 0.37
H -3.889 -0.661 7.211 0.48
H -2.273 -1.366 7.307 0.34
H -3.541 -2.149 6.337 0.26
H -4.597 0.539 4.985 0.54
H -4.373 -1.032 4.217 0.21
H -3.520 0.390 3.587 0.21
H 1.439 -5.019 3.443 0.44
H 2.914 -4.064 3.623 0.43
H 1.900 -3.861 2.182 0.08
H 0.593 -4.147 5.697 0.42
H 0.502 -2.389 5.974 0.27
H 2.066 -3.200 5.886 0.48
H 1.566 -1.415 2.544 -0.04
H 2.668 -1.475 3.931 0.59
H 1.044 -0.800 4.131 0.24
H -1.690 -5.431 2.951 0.23
H -2.491 -4.973 1.434 0.33
H -3.088 -6.343 2.379 0.49
H -2.874 -4.990 5.174 0.29
H -4.282 -5.894 4.626 0.51
H -4.483 -4.227 5.168 0.32
H -4.718 -3.907 1.440 0.37
H -5.488 -3.434 2.967 0.36
H -5.480 -5.127 2.468 0.44
```

* net charge: +3
* max |F|: 0.8 eV Å⁻¹

=====

[3]
ORCA calculation (the ωB97M-V functional and the def2-TZVPD basis) on a cluster of 2 separate species, C53H69N5P in total in a non-equilibrium geometry.

Geometry as XYZ:
```
128
Properties=species:S:1:pos:R:3:mulliken_charge:R:1
C 8.577 5.998 3.895 -1.40
C 7.491 5.289 3.088 0.71
C 7.829 3.807 2.916 -1.60
C 7.289 5.973 1.733 0.67
C 8.291 5.909 0.766 -0.06
C 8.183 6.639 -0.415 -1.58
C 7.075 7.453 -0.624 -0.59
C 6.041 7.508 0.316 0.68
C 4.868 8.451 0.038 2.27
C 4.278 8.224 -1.359 -1.56
C 5.275 9.917 0.181 -1.38
C 6.142 6.742 1.494 -1.04
N 5.148 6.858 2.563 1.06
P 3.742 5.852 2.793 -0.29
H 4.104 4.879 3.932 -0.13
N 3.000 7.189 3.619 1.23
C 1.562 7.434 3.750 -1.02
C 0.900 6.934 4.878 0.25
C 1.679 6.188 5.966 1.08
C 0.999 4.867 6.329 -1.47
C 1.846 7.088 7.186 -1.05
C -0.450 7.221 5.070 -0.31
C -1.137 8.031 4.170 -1.59
C -0.464 8.575 3.081 -0.70
C 0.883 8.281 2.853 0.86
C 1.577 8.945 1.662 2.22
C 1.809 10.436 1.901 -1.35
C 0.777 8.756 0.368 -1.57
C 3.872 8.245 3.841 -0.72
C 5.070 8.059 3.250 -0.72
H 8.331 7.055 4.041 0.32
H 8.695 5.532 4.879 0.42
H 9.541 5.947 3.375 0.32
H 6.541 5.368 3.627 0.00
H 7.063 3.300 2.317 0.38
H 8.795 3.682 2.413 0.29
H 7.883 3.319 3.895 0.45
H 9.169 5.288 0.945 0.33
H 8.964 6.577 -1.171 0.36
H 7.004 8.048 -1.538 0.28
H 4.102 8.213 0.786 -1.11
H 3.994 7.173 -1.502 0.38
H 3.383 8.843 -1.507 0.36
H 5.007 8.495 -2.134 0.38
H 5.656 10.135 1.185 0.21
H 6.061 10.162 -0.546 0.39
H 4.422 10.581 -0.008 0.40
H 2.667 5.965 5.549 0.04
H 0.846 4.254 5.432 0.44
H 1.616 4.297 7.034 0.25
H 0.020 5.045 6.791 0.27
H 2.410 7.991 6.924 0.31
H 0.866 7.408 7.562 0.36
H 2.371 6.578 7.999 -0.07
H -0.962 6.816 5.943 0.35
H -2.194 8.241 4.320 0.36
H -0.996 9.232 2.389 0.29
H 2.546 8.443 1.553 -1.02
H 2.422 10.613 2.792 0.20
H 2.316 10.897 1.044 0.40
H 0.847 10.948 2.039 0.39
H 0.575 7.693 0.181 0.38
H -0.183 9.287 0.430 0.39
H 1.329 9.156 -0.493 0.35
H 3.556 9.106 4.412 0.57
H 5.907 8.743 3.251 0.54
C 7.761 -6.290 4.741 -1.12
N 8.177 -5.090 5.442 0.07
C 9.605 -4.957 5.624 -0.91
C 7.270 -4.191 5.918 1.71
C 7.656 -2.930 6.474 -0.90
C 6.703 -1.999 6.835 -1.08
C 5.308 -2.267 6.736 0.37
C 4.322 -1.321 7.193 -0.34
C 3.005 -1.704 7.452 -0.75
C 2.120 -1.138 8.411 -0.09
C 1.015 -1.951 8.917 0.08
C 1.073 -3.373 8.874 -0.89
C 0.042 -4.163 9.356 -0.95
C -1.106 -3.578 9.961 1.70
N -2.066 -4.323 10.582 0.10
C -3.184 -3.707 11.271 -1.07
C -2.085 -5.771 10.548 -0.97
C -1.207 -2.161 9.936 -0.52
C -0.172 -1.384 9.447 -0.93
C 2.338 0.219 8.879 0.10
C 3.014 1.164 8.074 -0.99
C 3.382 2.411 8.553 -0.49
C 2.978 2.830 9.853 1.54
N 3.248 4.096 10.294 0.19
C 2.611 4.667 11.463 -1.20
C 4.247 4.943 9.672 -0.91
C 2.230 1.915 10.642 -1.04
C 1.934 0.642 10.174 -0.99
C 4.940 -3.559 6.261 -0.86
C 5.882 -4.488 5.856 -0.63
H 7.074 -6.059 3.915 0.40
H 8.655 -6.766 4.330 0.32
H 7.254 -7.005 5.405 0.34
H 9.875 -3.968 5.999 0.28
H 9.990 -5.712 6.330 0.32
H 10.099 -5.111 4.656 0.34
H 8.711 -2.680 6.599 0.11
H 7.028 -1.046 7.263 0.36
H 4.721 -0.378 7.558 0.69
H 2.614 -2.573 6.919 1.04
H 1.964 -3.861 8.477 0.55
H 0.132 -5.246 9.297 0.17
H -2.836 -2.972 12.009 0.40
H -3.864 -3.193 10.576 0.35
H -3.736 -4.501 11.785 0.28
H -1.083 -6.172 10.379 0.31
H -2.456 -6.137 11.514 0.34
H -2.757 -6.155 9.764 0.32
H -2.106 -1.678 10.328 0.40
H -0.288 -0.304 9.474 0.65
H 3.281 0.912 7.051 0.82
H 3.962 3.079 7.913 0.27
H 1.646 4.190 11.665 0.38
H 3.253 4.576 12.350 0.36
H 2.444 5.736 11.286 0.39
H 5.026 4.344 9.186 0.41
H 3.802 5.618 8.923 0.12
H 4.699 5.564 10.455 0.41
H 1.891 2.203 11.637 0.36
H 1.389 -0.037 10.826 0.72
H 3.893 -3.844 6.249 0.31
H 5.542 -5.462 5.494 0.37
```

* net charge: +1
* max |F|: 1.7 eV Å⁻¹

=====

Number 1: highest occupied orbital energy -7.68 eV, molar mass 1072.14 g/mol, HOMO-LUMO gap 7.053 eV. Number 2: highest occupied orbital energy -15.65 eV, molar mass 1088.17 g/mol, HOMO-LUMO gap 7.819 eV. Number 3: highest occupied orbital energy -8.34 eV, molar mass 807.14 g/mol, HOMO-LUMO gap 4.340 eV.